<A>
The molecule C3H7NS3. Source: the OMol25 dataset; level of theory: ωB97M-V/def2-TZVPD.

Each line ends with the natural charge from an NBO analysis.
Geometry (Å):
N1 -1.395 -1.029 -0.904  -0.866
C1 -1.149 -0.302 0.294  -0.217
C2 0.058 0.692 0.282  -0.450
S1 0.006 1.766 -1.140  -0.015
C3 1.440 0.060 0.458  -0.305
S2 1.753 -1.481 0.053  0.005
S3 2.518 1.191 1.142  0.136
H1 -1.048 -1.980 -0.932  0.390
H2 -2.313 -0.941 -1.332  0.379
H3 -2.044 0.275 0.500  0.207
H4 -0.968 -0.941 1.215  0.197
H5 -0.053 1.397 1.168  0.237
H6 -0.478 0.766 -1.915  0.157
H7 3.674 0.525 1.109  0.145

- Highest occupied orbital energy: -8.5 eV
- Lowest unoccupied orbital energy: -0.24 eV
- Structure (SMILES): NC[C@H](S)C(=S)S
- Orbital gap: 0.30497 hartree

<B>
The molecule C3H7NS3. Source: the OMol25 dataset; level of theory: ωB97M-V/def2-TZVPD.

Each line ends with the natural charge from an NBO analysis.
Geometry (Å):
C1 -0.881 1.551 1.229  -0.747
S1 -0.481 1.170 -0.514  0.467
N1 -0.731 -0.528 -0.547  -0.605
C2 -1.791 -1.289 -0.323  -0.100
S2 -3.178 -0.498 0.053  -0.157
S3 1.132 -1.659 -0.713  0.324
C3 2.400 -0.527 -0.862  -0.852
H1 -1.519 0.711 1.475  0.254
H2 -1.460 2.442 1.152  0.234
H3 0.027 1.617 1.800  0.219
H4 -1.593 -2.328 -0.151  0.218
H5 2.339 0.387 -0.098  0.247
H6 2.378 -0.058 -1.868  0.228
H7 3.358 -0.991 -0.632  0.269

- Highest occupied orbital energy: -8.3 eV
- Lowest unoccupied orbital energy: -1.03 eV
- Structure (SMILES): CSN(C=S)SC
- Orbital gap: 0.26617 hartree

Most stable structure, least stable structure: <A>, <B>.

<A>
A cluster of 8 separate species, C32H80O16 in total. Source: the OMol25 dataset; level of theory: ωB97M-V/def2-TZVPD.

Each line ends with the Löwdin charge.
Geometry (Å):
C1 -8.789 15.246 35.525  -0.127
O1 -7.447 15.743 35.418  -0.156
C2 -7.414 17.202 35.436  -0.191
C3 -7.256 17.781 36.829  -0.244
O2 -7.270 19.174 36.814  -0.170
C4 -7.385 19.809 38.082  -0.102
H1 -9.050 14.898 36.524  0.076
H2 -9.106 14.401 34.914  0.080
H3 -9.609 15.951 35.383  0.080
H4 -8.280 17.630 34.931  0.120
H5 -6.557 17.615 34.905  0.122
H6 -6.346 17.395 37.288  0.132
H7 -8.125 17.337 37.314  0.122
H8 -7.278 20.854 37.790  0.084
H9 -6.589 19.581 38.791  0.089
H10 -8.366 19.844 38.555  0.084
C5 0.627 20.834 27.295  -0.103
O3 0.322 19.474 27.447  -0.217
C6 0.054 18.899 28.737  -0.191
C7 0.042 17.411 28.566  -0.180
O4 1.301 16.716 28.410  -0.198
C8 2.065 16.931 27.267  -0.124
H11 -0.326 21.300 27.547  0.080
H12 0.867 21.198 26.297  0.089
H13 1.368 21.094 28.051  0.087
H14 -0.912 19.299 29.047  0.125
H15 0.743 19.057 29.566  0.130
H16 -0.417 17.108 27.625  0.123
H17 -0.472 16.991 29.430  0.128
H18 2.585 17.874 27.437  0.081
H19 1.361 17.149 26.464  0.082
H20 2.802 16.178 26.990  0.089
C9 0.738 19.813 40.181  -0.099
O5 0.108 20.798 39.325  -0.188
C10 0.289 20.673 37.882  -0.159
C11 1.750 21.079 37.435  -0.200
O6 2.530 20.271 38.237  -0.241
C12 3.895 20.475 38.053  -0.101
H21 1.339 20.290 40.955  0.084
H22 1.324 19.017 39.721  0.081
H23 -0.129 19.329 40.630  0.078
H24 -0.422 21.208 37.253  0.110
H25 -0.065 19.687 37.581  0.113
H26 1.826 22.146 37.644  0.125
H27 2.016 20.786 36.420  0.125
H28 4.103 21.541 37.961  0.093
H29 4.186 19.792 37.256  0.093
H30 4.460 20.122 38.916  0.088
C13 10.362 27.162 26.991  -0.100
O7 10.291 26.718 28.375  -0.198
C14 9.927 27.840 29.226  -0.189
C15 9.865 27.311 30.705  -0.126
O8 8.769 26.347 30.987  -0.186
C16 7.457 26.855 30.961  -0.141
H31 11.252 27.784 26.888  0.080
H32 9.465 27.689 26.664  0.080
H33 10.481 26.366 26.257  0.081
H34 9.092 28.443 28.870  0.114
H35 10.814 28.464 29.112  0.112
H36 9.703 28.168 31.358  0.108
H37 10.855 26.943 30.978  0.120
H38 7.023 26.896 29.961  0.083
H39 7.287 27.754 31.553  0.084
H40 6.774 26.170 31.463  0.080
C17 6.241 24.769 43.647  -0.118
O9 7.108 25.750 44.177  -0.177
C18 6.402 26.977 44.518  -0.168
C19 5.696 27.630 43.293  -0.211
O10 6.714 27.811 42.295  -0.185
C20 6.136 28.184 41.048  -0.118
H41 5.381 24.593 44.294  0.087
H42 6.787 23.829 43.568  0.090
H43 5.893 25.087 42.664  0.078
H44 7.118 27.700 44.908  0.123
H45 5.573 26.888 45.221  0.114
H46 5.451 28.639 43.627  0.122
H47 4.841 27.040 42.964  0.114
H48 6.851 28.541 40.307  0.083
H49 5.481 29.055 41.090  0.081
H50 5.604 27.331 40.626  0.085
C21 13.133 18.770 33.527  -0.144
O11 13.485 17.652 34.230  -0.169
C22 13.862 17.861 35.589  -0.184
C23 12.642 17.889 36.569  -0.170
O12 12.042 19.172 36.388  -0.240
C24 12.595 20.262 37.195  -0.067
H51 12.526 18.477 32.670  0.085
H52 14.003 19.169 33.004  0.087
H53 12.490 19.449 34.087  0.087
H54 14.536 18.695 35.782  0.113
H55 14.519 17.021 35.811  0.116
H56 12.983 17.753 37.595  0.115
H57 11.863 17.170 36.313  0.125
H58 13.658 20.365 36.978  0.076
H59 12.324 20.187 38.248  0.084
H60 12.108 21.122 36.734  0.086
C25 0.175 32.820 36.454  -0.072
O13 -1.226 32.683 36.141  -0.164
C26 -1.833 31.691 36.823  -0.258
C27 -1.418 30.237 36.482  -0.223
O14 -0.986 29.549 37.586  -0.198
C28 -1.829 29.241 38.719  -0.072
H61 0.799 32.068 35.972  0.084
H62 0.396 32.886 37.520  0.090
H63 0.411 33.816 36.080  0.087
H64 -2.882 31.716 36.528  0.123
H65 -1.807 31.871 37.898  0.122
H66 -0.571 30.195 35.798  0.118
H67 -2.078 29.626 35.865  0.119
H68 -1.303 29.251 39.673  0.082
H69 -2.136 28.197 38.658  0.079
H70 -2.685 29.915 38.765  0.083
C29 -1.048 17.358 48.031  -0.076
O15 -0.163 16.776 49.055  -0.178
C30 0.722 15.858 48.429  -0.209
C31 0.158 14.401 48.389  -0.206
O16 -0.681 14.106 47.291  -0.193
C32 -0.914 12.714 47.090  -0.104
H71 -1.258 18.374 48.365  0.076
H72 -1.987 16.823 47.895  0.087
H73 -0.508 17.621 47.121  0.081
H74 1.608 15.762 49.055  0.114
H75 1.128 16.186 47.472  0.120
H76 -0.379 14.118 49.294  0.128
H77 1.099 13.853 48.371  0.110
H78 -1.596 12.258 47.808  0.083
H79 0.007 12.144 47.213  0.079
H80 -1.254 12.614 46.060  0.088

- Highest occupied orbital energy: -9.1 eV
- Lowest unoccupied orbital energy: 0.63 eV
- Structure (SMILES): COCCOC.COCCOC.COCCOC.COCCOC.COCCOC.COCCOC.COCCOC.COCCOC
- Orbital gap: 0.35875 hartree

<B>
A cluster of 8 separate species, C32H80O16 in total. Source: the OMol25 dataset; level of theory: ωB97M-V/def2-TZVPD.

Each line ends with the Löwdin charge.
Geometry (Å):
C1 -17.631 6.932 8.426  -0.090
O1 -18.167 8.235 8.253  -0.205
C2 -18.201 9.012 9.448  -0.188
C3 -18.776 10.390 9.107  -0.143
O2 -17.836 11.392 9.558  -0.239
C4 -16.704 11.650 8.730  -0.091
H1 -17.871 6.450 7.474  0.094
H2 -18.175 6.472 9.259  0.076
H3 -16.540 6.946 8.526  0.067
H4 -17.180 9.107 9.828  0.124
H5 -18.793 8.478 10.203  0.105
H6 -19.619 10.670 9.731  0.119
H7 -18.823 10.527 8.025  0.123
H8 -17.131 11.974 7.774  0.092
H9 -16.043 10.781 8.715  0.065
H10 -16.202 12.474 9.233  0.092
C5 -8.028 10.015 7.590  -0.133
O3 -8.284 11.147 8.365  -0.165
C6 -8.120 10.959 9.752  -0.198
C7 -9.377 10.401 10.424  -0.202
O4 -9.618 9.068 10.003  -0.189
C8 -10.758 8.500 10.578  -0.121
H11 -8.325 10.193 6.557  0.084
H12 -8.574 9.105 7.870  0.079
H13 -6.975 9.705 7.627  0.090
H14 -7.921 11.902 10.260  0.125
H15 -7.279 10.293 9.969  0.128
H16 -10.223 11.084 10.342  0.125
H17 -9.071 10.328 11.477  0.125
H18 -10.678 7.418 10.452  0.089
H19 -11.674 8.823 10.065  0.069
H20 -10.964 8.646 11.646  0.094
C9 -21.357 5.603 11.250  -0.142
O5 -21.770 5.841 12.559  -0.200
C10 -22.905 6.692 12.709  -0.172
C11 -22.618 8.159 12.430  -0.209
O6 -21.808 8.841 13.371  -0.174
C12 -20.407 8.742 13.132  -0.097
H21 -20.646 6.329 10.826  0.069
H22 -22.160 5.487 10.511  0.095
H23 -20.814 4.652 11.250  0.091
H24 -23.033 6.586 13.790  0.132
H25 -23.757 6.353 12.114  0.126
H26 -23.553 8.723 12.409  0.126
H27 -22.205 8.329 11.426  0.123
H28 -20.132 7.737 12.815  0.058
H29 -19.894 8.953 14.069  0.091
H30 -20.081 9.491 12.405  0.083
C13 -16.433 5.647 19.621  -0.114
O7 -17.049 6.001 18.403  -0.180
C14 -17.526 4.880 17.686  -0.207
C15 -18.166 5.299 16.377  -0.228
O8 -19.150 6.290 16.550  -0.156
C16 -20.046 6.280 15.445  -0.094
H31 -15.452 5.214 19.415  0.082
H32 -17.087 5.067 20.279  0.090
H33 -16.317 6.564 20.204  0.088
H34 -18.197 4.189 18.203  0.129
H35 -16.593 4.358 17.418  0.118
H36 -18.558 4.382 15.918  0.125
H37 -17.413 5.654 15.662  0.114
H38 -20.473 5.294 15.260  0.095
H39 -19.426 6.558 14.583  0.058
H40 -20.758 7.100 15.497  0.089
C17 -20.900 -0.897 11.484  -0.120
O9 -19.576 -0.805 11.024  -0.186
C18 -18.621 -0.881 12.057  -0.209
C19 -17.227 -1.058 11.409  -0.201
O10 -16.381 -1.724 12.318  -0.190
C20 -15.502 -0.857 13.024  -0.098
H41 -21.298 0.083 11.786  0.085
H42 -21.003 -1.573 12.336  0.085
H43 -21.548 -1.172 10.652  0.086
H44 -18.808 -1.771 12.665  0.124
H45 -18.628 0.019 12.684  0.124
H46 -16.886 -0.092 11.031  0.122
H47 -17.369 -1.733 10.563  0.126
H48 -15.125 -1.445 13.855  0.092
H49 -16.100 -0.083 13.530  0.074
H50 -14.826 -0.308 12.370  0.089
C21 -13.236 5.502 16.368  -0.062
O11 -12.493 4.310 16.629  -0.206
C22 -11.708 3.837 15.587  -0.220
C23 -12.429 3.113 14.413  -0.192
O12 -12.980 1.876 14.810  -0.166
C24 -14.128 1.971 15.605  -0.112
H51 -12.484 6.294 16.403  0.092
H52 -13.933 5.624 17.192  0.079
H53 -13.772 5.467 15.419  0.083
H54 -10.867 3.222 15.900  0.127
H55 -11.195 4.680 15.089  0.121
H56 -11.581 2.854 13.774  0.124
H57 -13.078 3.766 13.823  0.106
H58 -14.959 2.422 15.050  0.068
H59 -13.959 2.514 16.540  0.083
H60 -14.495 1.018 15.993  0.089
C25 -17.750 5.468 12.405  -0.100
O13 -17.551 4.068 12.516  -0.168
C26 -16.182 3.804 12.814  -0.207
C27 -15.231 4.085 11.667  -0.200
O14 -14.724 5.414 11.718  -0.207
C28 -14.044 5.773 10.523  -0.093
H61 -17.378 6.016 13.276  0.087
H62 -18.802 5.653 12.210  0.062
H63 -17.198 5.904 11.565  0.075
H64 -16.259 2.726 13.003  0.115
H65 -15.883 4.150 13.811  0.112
H66 -15.788 4.048 10.726  0.132
H67 -14.457 3.311 11.692  0.122
H68 -14.734 6.001 9.711  0.065
H69 -13.274 5.016 10.350  0.097
H70 -13.511 6.688 10.788  0.082
C29 -13.700 8.631 8.023  -0.088
O15 -13.780 9.892 8.689  -0.200
C30 -12.843 10.825 8.158  -0.195
C31 -13.236 11.353 6.753  -0.154
O16 -13.046 10.361 5.756  -0.213
C32 -11.763 9.909 5.432  -0.113
H71 -14.307 8.688 7.119  0.094
H72 -14.023 7.825 8.680  0.054
H73 -12.691 8.362 7.696  0.089
H74 -11.829 10.421 8.133  0.097
H75 -12.890 11.648 8.873  0.128
H76 -12.689 12.247 6.447  0.128
H77 -14.318 11.466 6.787  0.121
H78 -11.137 9.864 6.329  0.067
H79 -11.256 10.567 4.715  0.089
H80 -11.784 8.927 4.962  0.092

- Highest occupied orbital energy: -9.3 eV
- Lowest unoccupied orbital energy: 0.47 eV
- Structure (SMILES): COCCOC.COCCOC.COCCOC.COCCOC.COCCOC.COCCOC.COCCOC.COCCOC
- Orbital gap: 0.35873 hartree

Most stable structure, least stable structure: <B>, <A>.

<A>
The molecule C5H11N3. Source: the OMol25 dataset; level of theory: ωB97M-V/def2-TZVPD.

Each line ends with the natural charge from an NBO analysis.
Geometry (Å):
C1 0.616 -0.911 -1.931  -0.619
C2 0.625 0.135 -0.835  -0.022
C3 1.697 -0.031 0.233  -0.428
C4 0.945 0.375 1.471  -0.417
C5 -0.395 0.284 1.307  0.360
N1 -1.387 0.527 2.235  -0.818
N2 -0.743 -0.020 0.001  -0.302
N3 -2.026 0.373 -0.420  -0.654
H1 0.503 -1.904 -1.502  0.215
H2 -0.204 -0.738 -2.627  0.203
H3 1.551 -0.869 -2.491  0.213
H4 0.641 1.150 -1.261  0.182
H5 2.569 0.603 0.059  0.212
H6 2.040 -1.070 0.280  0.192
H7 1.439 0.679 2.375  0.208
H8 -2.308 0.273 1.907  0.395
H9 -1.179 0.227 3.174  0.386
H10 -2.388 -0.342 -1.048  0.356
H11 -1.995 1.259 -0.928  0.338

- Highest occupied orbital energy: -6.9 eV
- Lowest unoccupied orbital energy: 1.07 eV
- Structure (SMILES): C[C@@H]1CC=C(N)N1N
- Orbital gap: 0.29299 hartree

<B>
A cluster of 2 separate species, C5H11N3 in total. Source: the OMol25 dataset; level of theory: ωB97M-V/def2-TZVPD.

Each line ends with the natural charge from an NBO analysis.
Geometry (Å):
C1 -2.015 0.005 0.691  -0.404
C2 2.075 -1.131 0.513  -0.426
N1 -0.626 -0.365 0.595  -0.615
N2 1.174 -1.249 -0.618  -0.619
C3 0.880 2.076 0.807  0.295
C4 -0.030 -0.539 -0.644  0.379
C5 -0.530 -0.084 -1.799  -0.646
N3 0.092 2.862 0.485  -0.742
H1 -0.350 -1.059 1.274  0.380
H2 1.660 -1.136 -1.498  0.377
H3 -0.627 3.488 0.186  0.445
H4 -2.191 0.904 0.106  0.196
H5 -2.247 0.222 1.731  0.203
H6 -2.699 -0.777 0.334  0.184
H7 3.039 -1.516 0.222  0.205
H8 2.166 -0.087 0.871  0.216
H9 1.714 -1.765 1.347  0.176
H10 0.020 -0.197 -2.716  0.199
H11 -1.506 0.348 -1.885  0.198

- Highest occupied orbital energy: -7.4 eV
- Lowest unoccupied orbital energy: 1.04 eV
- Orbital gap: 0.30981 hartree

<C>
The molecule C5H11N3. Source: the OMol25 dataset; level of theory: ωB97M-V/def2-TZVPD.

Each line ends with the natural charge from an NBO analysis.
Geometry (Å):
C1 0.003 2.118 0.708  0.018
C2 -0.251 1.713 -0.791  -0.514
C3 -0.164 0.257 -0.866  -0.075
C4 1.004 -2.082 -0.731  -0.563
C5 0.942 -0.627 -1.317  -0.450
N1 -0.333 1.361 1.654  -0.208
N2 -0.493 0.100 1.563  -0.116
N3 -1.486 -0.676 2.116  -0.630
H1 0.455 2.994 1.074  0.198
H2 -1.388 2.159 -0.904  0.223
H3 0.535 2.159 -1.413  0.236
H4 -1.092 -0.076 -0.965  0.167
H5 1.906 -2.702 -1.245  0.197
H6 0.115 -2.492 -0.895  0.192
H7 1.094 -1.931 0.317  0.215
H8 0.780 -0.845 -2.322  0.205
H9 1.837 -0.172 -1.161  0.197
H10 -2.255 -0.062 2.250  0.342
H11 -1.210 -1.196 2.926  0.366

- Highest occupied orbital energy (spin up / spin down): -7.1 / -7.1 eV
- Lowest unoccupied orbital energy (spin up / spin down): 0.72 / 0.92 eV
- Orbital gap (spin up / spin down): 0.28664 / 0.29596 hartree

Most stable structure, least stable structure: <A>, <C>.